No. 1
DFT (ωB97M-V/def2-TZVPD) results for a structure of composition C16H23F6N2O3PTl.

As for the expectation value of S²: 0.7560. Its LUMO energy (alpha / beta) is -0.392 / -0.392 hartree. As for the net charge: +2. As for the energy above the lowest of the compared OMol25 structures with the same formula, charge and spin: 345.4 kJ/mol. Its spin multiplicity is 2.

Last column: Löwdin charge in e.
Cartesian coordinates (Å):
Tl -0.27725 0.22311 0.80697  1.0437
P -0.21805 -2.24373 -0.32552  0.8953
F 2.05883 1.59730 3.13882  0.1285
F 4.19410 1.64415 3.50866  0.1709
F 3.34937 2.79432 1.82345  0.1232
F 2.44992 -1.38876 2.92205  0.1342
F 4.56506 -0.93123 3.30211  0.1721
F 3.97775 -2.01121 1.48484  0.1424
O 2.50605 0.30970 0.63829  0.0177
O -0.75001 -0.69374 5.25823  0.0665
O -2.51231 -1.43577 -0.43287  -0.3308
N -0.22595 0.09822 -1.99230  0.0552
N 0.02353 2.69568 -0.51206  -0.3124
C 3.51675 0.38241 1.48071  -0.4110
C 3.26674 1.60110 2.50675  -0.4471
C -0.17536 1.27227 -2.61643  -0.2578
C 0.15069 1.38556 -3.98220  0.0196
C 4.91656 0.62124 0.88371  0.0429
C 0.52205 -0.98430 -4.00513  0.0194
C -0.86411 -3.79475 0.52233  -0.1583
C -0.62898 2.51996 -1.85872  -0.1002
C -1.03939 -0.62501 4.15319  0.0131
C 1.47952 3.00798 -0.64197  -0.0509
C -0.65866 3.66333 0.33850  -0.0788
C 0.62853 0.25813 -4.66019  0.0101
C 1.54994 -2.77361 -0.63295  -0.1994
C -0.05144 -1.01408 -2.71959  -0.3332
C 3.61082 -0.99335 2.32310  -0.4441
C -0.48501 -2.35622 -2.17438  -0.2559
H -0.62887 -3.64866 1.58709  0.0601
H -0.53969 4.66183 -0.07150  0.1131
H 0.06761 -3.22467 -2.62945  0.1152
H 0.71495 -1.98315 -4.44002  0.1367
H 1.94126 -3.35688 0.22394  0.0682
H 2.01003 2.13134 -1.10769  0.1014
H 1.87707 3.21793 0.37966  0.0831
H 0.26808 2.37953 -4.41198  0.1283
H -2.95532 -0.86702 -1.16490  0.0563
H -1.95203 -3.87458 0.36418  0.0657
H -0.34630 3.38829 -2.50898  0.1456
H -1.71266 2.55727 -1.56595  0.1469
H -1.53897 -2.56112 -2.31465  0.0942
H 0.97805 0.24804 -5.69968  0.1351
H 1.59746 3.93858 -1.28354  0.1333
H -0.34262 -4.68461 0.15956  0.0762
H -0.21016 3.63596 1.32553  0.0962
H 5.62278 0.67959 1.72676  0.1182
H 1.64874 -3.39846 -1.54710  0.0805
H 4.89002 1.55866 0.30509  0.1128
H 2.16581 -1.86863 -0.80944  0.0493
H -1.70872 3.40374 0.36746  0.0948
H 5.15409 -0.21728 0.20951  0.1141

No. 2
DFT (ωB97M-V/def2-TZVPD) results for an isolated molecule of C16H23I2NO10S.

Its LUMO energy is -0.023 hartree. Its SMILES is CC(=O)OCCCC[C@]1(/C(I)=C(/C)I)OS(=O)(=O)O[C@@]1(CCCCOC=O)ON=O.

Last column: Löwdin charge in e.
Cartesian coordinates (Å):
I -0.86773 1.42176 -2.92353  1.0441
I -2.21569 4.26698 0.99250  1.0802
S -1.65416 0.59020 2.94403  0.5921
O -3.66702 1.00675 0.41868  -0.0530
O 2.39201 -3.91877 -3.21585  0.1102
O 1.58024 -3.68221 -1.10509  -0.0563
O -0.51791 -0.05962 3.48769  -0.2013
O -2.36482 -0.31139 1.84889  -0.1225
O 4.53397 -0.18580 2.48626  0.1032
O -5.71318 1.11106 0.93195  0.1164
O -2.61229 1.12095 3.84210  -0.1992
O 4.09704 -0.20286 0.28275  -0.0057
O -1.23342 1.73424 1.93656  -0.2978
N -4.74942 0.55761 1.24171  0.0315
C -1.92920 4.14544 -2.20003  -0.2257
C 2.49569 1.62688 -0.01850  -0.1309
C 3.84680 -0.61674 1.56521  -0.4791
C 1.23625 1.65906 0.85045  -0.1398
C 0.12336 0.74935 0.32860  -0.1579
C -1.27076 1.33242 0.52008  -0.3919
C -1.59830 2.63175 -0.21816  -0.6057
C 0.15269 -3.69128 -1.15911  -0.1623
C -2.41281 0.29660 0.55666  -0.4091
C -0.46791 -2.28500 -1.25425  -0.1687
C 2.76720 -1.64074 1.81780  0.0345
C -2.42862 -0.85524 -0.43609  -0.0776
C -1.47599 -2.03687 -0.13703  -0.1579
C -1.54678 2.86512 -1.53153  -0.7397
C 2.16309 -3.22809 -2.25043  -0.3144
C 2.94970 0.23721 -0.44351  -0.1881
H -2.08293 -2.93596 -0.09049  0.1196
H -0.98522 -1.96028 0.82383  0.1130
H -2.84327 4.54209 -1.78756  0.0373
H 0.88736 2.68497 0.88964  0.1127
H 1.48846 1.38499 1.86838  0.1190
H 3.30232 2.03863 0.58040  0.1272
H 0.31246 0.44653 -0.68922  0.0194
H 0.34926 -1.57551 -1.18027  0.0775
H 2.29956 -1.98641 0.90082  0.0572
H 0.13169 -0.16171 0.91836  0.1029
H -2.12520 3.93734 -3.24548  0.0374
H -3.43873 -1.24102 -0.40714  0.1271
H 2.47447 -2.17597 -2.22054  0.1342
H -1.11326 4.85812 -2.17194  0.0879
H 2.40026 2.29479 -0.86537  0.1130
H -0.96117 -2.17407 -2.21216  0.1138
H 3.16718 -2.50034 2.33021  0.0973
H -2.26455 -0.52161 -1.44865  0.0410
H 3.24299 0.25929 -1.48582  0.1263
H 1.98976 -1.15347 2.39548  0.0837
H -0.20206 -4.16848 -0.25565  0.1240
H 2.16843 -0.51432 -0.36444  0.0739
H -0.16636 -4.29710 -2.00134  0.1271

No. 3
DFT (ωB97M-V/def2-TZVPD) results for a structure of composition C16H23IN5O14P4Pt.

Its LUMO energy is -0.213 hartree. As for the net charge: +1. As for the energy above the lowest of the compared OMol25 structures with the same formula, charge and spin: 198.3 kJ/mol.

Last column: Löwdin charge in e.
Cartesian coordinates (Å):
Pt 1.22230 -1.19266 0.58889  1.6143
I 5.70080 -2.18906 1.75500  0.9235
P 2.51616 -3.87510 -0.91199  0.3722
P 1.73166 1.08351 2.65995  0.3080
P 0.92839 -1.61696 3.30744  0.2287
P 0.06996 -2.68292 -1.97004  0.3551
O -0.28248 -2.17234 2.65644  -0.2946
O -0.60910 -2.15458 -3.30254  -0.0810
O 0.83187 0.02032 3.46226  -0.2358
O -0.63751 -3.75650 -1.26392  -0.2390
O 3.96006 -3.98299 -1.11619  -0.2341
O 2.07998 0.47820 1.17642  -0.4327
O 1.11026 2.39395 2.58776  -0.1984
O 2.06638 -2.90438 0.23682  -0.4350
O 3.17035 1.04836 3.30766  -0.0769
O 1.08145 -2.23188 4.73817  -0.0437
O 3.76270 -0.67906 -1.16171  -0.0459
O 0.39747 -1.34521 -1.23626  -0.4100
O 1.76328 -5.22122 -0.63274  -0.0712
O 2.19819 -1.70524 2.44999  -0.3779
N -0.36121 0.11676 0.63570  -0.1107
N 4.99763 0.74374 0.05205  0.1978
N -4.86173 2.35554 0.55582  0.1914
N 2.55553 -2.04618 -2.92553  0.1856
N -3.53468 4.10458 0.13710  0.1725
C 1.73730 -3.23644 -2.46477  -0.4995
C 5.82198 -1.51154 -0.26480  -0.5235
C -0.20273 1.29755 0.02009  -0.1021
C -2.63165 0.61239 1.04688  0.0515
C -3.63293 2.76110 0.38907  -0.2855
C -5.33443 5.88735 0.01052  -0.0154
C -4.82028 4.60284 0.17102  -0.1842
C -1.55776 -0.24310 1.12650  -0.0504
C -1.24297 2.18746 -0.09093  0.0371
C 4.78150 -0.45363 -0.49135  -0.6223
C -6.70373 6.01323 0.10154  -0.0767
C -2.48495 1.86022 0.44699  -0.0919
C -7.02321 3.63906 0.50383  -0.0061
C -7.53792 4.90451 0.34311  -0.0782
C 1.75385 -4.31857 -3.53816  -0.0558
C -5.63550 3.49013 0.42072  -0.2179
H 5.75374 0.88699 0.70094  0.1155
H -7.15231 6.99028 -0.01683  0.1068
H 3.57694 0.17040 3.23651  0.0625
H 2.98335 -2.23831 -3.82997  0.1676
H -8.60639 5.05900 0.40366  0.1055
H -1.44146 -2.59357 -3.51764  0.1100
H 0.23560 -2.35142 5.18572  0.1119
H 0.77985 1.52203 -0.36101  0.1248
H 1.18648 -5.18438 -3.20528  0.0952
H -1.60832 -1.21437 1.59242  0.1035
H 6.82857 -1.13408 -0.41944  0.0603
H 1.30474 -3.94748 -4.46185  0.0930
H -2.69128 4.65035 0.10803  0.1603
H -3.58859 0.32015 1.45346  0.1300
H -4.69996 6.74300 -0.17659  0.1117
H 4.25543 1.42236 0.03004  0.1187
H 5.61109 -2.37969 -0.87889  0.0274
H 2.77769 -4.64298 -3.73122  0.0995
H -1.07043 3.12329 -0.60226  0.1258
H 0.80573 -5.09291 -0.49013  0.0864
H 3.29651 -1.76581 -2.22202  0.0821
H -7.65655 2.78313 0.69108  0.1155
H 1.97528 -1.20720 -3.00556  0.1445

No. 4
DFT (ωB97M-V/def2-TZVPD) results for a structure of composition C16H23N3O4S.

Its LUMO energy is -0.029 hartree. As for the energy above the lowest of the compared OMol25 structures with the same formula, charge and spin: 1830.3 kJ/mol.

Last column: Löwdin charge in e.
Cartesian coordinates (Å):
S 0.21673 2.28260 0.89072  0.6613
O 6.99542 -1.58601 -0.57352  -0.0428
O -0.08618 3.39231 0.26504  -0.2308
O 4.33741 -0.50483 1.70976  0.0415
O 0.36798 2.54521 2.42425  -0.3241
N 5.28230 -0.26306 -0.77770  0.1770
N -2.44720 -1.27735 -0.14096  -0.0698
N -0.91781 1.12723 0.57894  -0.2892
C 2.26156 1.54259 -0.94946  -0.3710
C 5.86809 -1.22131 0.13440  -0.2989
C 4.08166 0.22611 -0.60724  -0.1465
C 5.23637 -1.63963 1.20186  -0.0314
C -3.48158 -2.09487 -0.21674  -0.2940
C -4.79133 -1.59365 0.27101  -0.2618
C -1.36715 0.76208 -0.50558  -0.3729
C -0.81336 -0.14975 1.31818  -0.1955
C 1.68372 1.64890 0.20579  -0.1598
C -5.75725 -1.01084 -0.68313  -0.1267
C 1.48791 2.49758 -1.93618  -0.0372
C 2.49477 0.57312 1.09805  0.0450
C -2.09378 -0.81331 1.41710  -0.0970
C 3.64362 0.17270 0.86827  -0.3118
C -2.67357 0.06752 -0.64562  -0.1672
C 3.32344 1.00753 -1.24477  -0.0956
H -3.71355 -2.20794 -1.02259  -0.0107
H -5.22825 -0.12536 -1.09259  0.0661
H -5.74246 -1.66097 -1.64647  0.1163
H -6.72558 -0.93503 -0.33851  0.0480
H -4.91924 -1.17491 1.19692  0.0686
H 0.90269 1.91967 -2.78864  0.0990
H -3.01697 0.07428 -1.63542  0.1196
H -2.90534 -0.29672 1.91865  0.1124
H -5.56143 -2.53523 0.54850  0.1666
H -3.29590 0.73231 -0.07636  0.1299
H -3.31555 -3.01787 0.35110  0.1466
H -1.36062 1.88706 -0.87944  0.1706
H 4.57835 -2.74705 0.95625  0.2489
H 5.75750 -0.16825 -1.64184  0.1591
H 0.82381 3.29843 -1.41545  0.0705
H 5.77734 -1.95919 2.11626  0.1603
H 3.65723 1.25462 -2.21864  0.1431
H -2.06219 -1.93739 1.89421  0.1732
H -0.54189 0.32453 -1.17828  0.1583
H -0.47517 0.34001 2.50581  0.2022
H 2.13292 0.80072 2.17662  0.1502
H 0.02467 -0.76501 0.84094  0.1448
H 2.35787 3.20842 -2.67350  0.1559